81
Properties=species:S:1:pos:R:3:forces:R:3 method="wB97M-V/def2-TZVPD" total_charge=0 spin_multiplicity=1 orbital_gap_ev=10.3943 largest_force_ha_per_bohr=0.103
C -6.529824 -0.865852 2.373800 -0.37 -0.02 -0.66
C -5.937988 -0.397319 1.027859 -0.16 0.86 0.83
Cl -7.222366 0.597780 0.191906 0.25 -0.35 -0.30
C -4.701544 0.520230 1.134000 0.03 -1.42 -0.54
C -3.716741 0.187785 2.253855 0.27 2.76 -0.12
C -2.628709 1.271934 2.203212 1.29 0.49 0.00
C -1.610419 0.729457 1.181088 -0.90 0.32 0.84
C -1.961864 -0.759362 1.212434 -1.04 3.58 1.68
O -1.442685 -1.594327 0.629956 2.35 -4.00 -2.56
O -2.992763 -1.013979 2.068273 -0.87 -0.02 0.17
H -7.573534 -0.571654 2.413068 -0.11 -0.01 0.06
H -6.058806 -0.427131 3.246781 0.20 -0.16 0.01
H -6.523389 -1.952676 2.397610 0.24 -0.06 0.36
H -5.708768 -1.244887 0.395216 -0.18 -0.03 -0.20
H -4.148366 0.395915 0.195261 -0.03 0.13 -0.06
H -5.002642 1.561022 1.141482 -0.07 0.13 0.51
H -4.160097 0.333062 3.232876 -0.19 -1.06 0.22
H -2.946029 2.294350 2.003408 -0.42 -0.15 -0.19
H -2.105072 1.344023 3.160715 -0.21 -0.24 0.09
H -1.670228 1.172129 0.189473 -0.31 -0.31 -0.18
H -0.594397 0.921382 1.511593 0.14 -0.38 -0.01
C -2.445794 -1.894790 -2.892814 0.03 -0.06 0.12
Cl -3.531424 -2.866851 -1.890539 0.01 0.04 -0.02
Cl -2.734956 -2.257733 -4.598591 0.00 0.04 0.05
Cl -2.757602 -0.174270 -2.597226 -0.21 -0.29 0.13
Cl -0.773031 -2.270299 -2.478026 -0.07 0.00 -0.02
C -1.219330 2.425317 6.519794 0.05 -0.07 0.04
Cl -2.884957 2.328778 5.921230 0.18 0.01 0.20
Cl -0.864059 4.082644 7.019246 0.24 -0.34 0.12
Cl -1.014758 1.326951 7.882546 -0.08 0.04 0.05
Cl -0.117582 1.935411 5.230510 0.14 0.04 -0.11
C 0.375873 -2.344866 7.363670 0.00 0.03 -0.06
Cl 1.079460 -3.965527 7.367594 -0.03 0.05 0.00
Cl -0.548144 -2.101731 8.856800 0.07 -0.01 -0.07
Cl 1.669677 -1.142971 7.259849 -0.04 -0.05 0.00
Cl -0.698277 -2.170869 5.969845 0.03 0.01 0.05
C -0.237695 1.102752 -5.647977 0.00 0.07 -0.03
Cl -0.824887 1.842281 -4.151836 0.27 0.19 -0.23
Cl 0.908318 2.192693 -6.437151 -0.05 0.01 0.03
Cl 0.569021 -0.423944 -5.278242 -0.01 0.03 -0.01
Cl -1.603765 0.801513 -6.728745 0.03 0.01 0.03
C 3.882295 0.939198 -9.497190 0.03 -0.01 -0.03
Cl 2.829004 -0.102199 -8.530248 0.01 0.01 -0.01
Cl 3.600709 0.637882 -11.214769 -0.04 0.32 0.00
Cl 3.529786 2.633645 -9.127820 0.01 -0.04 0.00
Cl 5.569936 0.586465 -9.113248 -0.10 0.04 -0.01
C -7.043686 3.200360 5.865050 -0.10 0.07 0.07
Cl -6.895254 4.942572 5.620032 0.01 -0.07 -0.01
Cl -5.794289 2.365271 4.925665 -0.18 -0.01 -0.16
Cl -6.834154 2.821986 7.577836 0.02 0.01 -0.06
Cl -8.636668 2.659707 5.327221 0.07 0.00 0.01
C -3.179456 7.244021 4.890819 -0.07 -0.02 0.01
Cl -4.356717 7.310110 3.571174 0.03 0.00 0.03
Cl -3.190564 5.632241 5.612070 -0.23 0.31 -0.22
Cl -1.565294 7.592650 4.258464 -0.04 -0.01 0.01
Cl -3.603947 8.443486 6.118733 0.01 -0.03 -0.04
C 1.804590 -2.388412 2.072480 -0.04 -0.20 -0.11
Cl 1.954066 -2.196510 0.324015 0.08 -0.03 0.00
Cl 0.813225 -3.806360 2.429826 0.02 0.07 0.00
Cl 3.401931 -2.589651 2.794552 -0.20 -0.16 -0.04
Cl 1.028690 -0.947991 2.737469 0.05 0.11 0.26
C 4.020176 -3.491480 -12.140894 0.01 0.00 0.04
Cl 5.196361 -4.778338 -11.843147 -0.02 0.04 -0.02
Cl 4.625563 -2.424642 -13.416079 -0.01 -0.02 0.03
Cl 2.483615 -4.202842 -12.648397 0.05 0.02 0.01
Cl 3.777861 -2.556979 -10.662926 0.02 -0.35 0.01
C 5.800776 0.975250 3.860585 -0.04 0.03 0.00
Cl 6.063435 2.703278 3.592518 0.01 -0.06 0.01
Cl 6.938641 0.046075 2.874586 -0.02 0.01 0.02
Cl 6.057673 0.597652 5.568833 0.00 0.00 -0.04
Cl 4.149197 0.547076 3.406595 0.09 0.22 0.07
C 9.487623 -0.565057 -8.554721 0.02 -0.02 0.00
Cl 11.098630 -0.781385 -9.248720 -0.05 0.01 0.02
Cl 9.497228 -1.085974 -6.866025 -0.01 0.02 -0.05
Cl 9.034348 1.143526 -8.640836 0.02 -0.07 0.00
Cl 8.319786 -1.534175 -9.463302 0.06 0.03 0.03
C 5.804862 -5.699926 1.336978 -0.05 0.00 -0.01
Cl 4.114504 -5.700361 0.819879 0.05 0.00 0.01
Cl 6.281860 -4.058056 1.786927 0.11 -0.05 -0.03
Cl 5.995939 -6.770758 2.730508 -0.01 0.03 -0.04
Cl 6.827861 -6.267722 0.011702 -0.03 0.02 0.04

---

36
Properties=species:S:1:pos:R:3:forces:R:3 method="wB97M-V/def2-TZVPD" total_charge=0 spin_multiplicity=1 orbital_gap_ev=4.5664 e_above_lowest_kj_mol=1555.3 largest_force_ha_per_bohr=0.119
Cl 0.329516 2.028723 0.235941 0.01 0.33 -0.26
C 0.297054 1.822697 -1.550900 -0.34 -1.35 0.01
Cl 1.956614 1.663686 -2.181102 0.05 0.19 0.05
C -0.383267 0.422661 -1.788270 -0.49 1.58 -0.44
O 0.122918 -0.550058 -1.352941 0.84 -1.48 0.68
C -1.645554 0.388337 -2.553800 -1.39 0.88 -1.06
C -2.234993 1.573415 -3.131951 0.10 -1.50 0.33
C -3.427036 1.460649 -3.863389 0.30 0.46 0.12
C -4.047178 0.234818 -4.040737 0.69 -0.99 0.61
C -3.474597 -0.931812 -3.476824 0.07 0.95 -0.12
C -2.285163 -0.842270 -2.744234 -0.21 0.31 -0.18
C -1.545087 2.838519 -2.924489 1.90 0.32 1.20
Cl -2.229809 4.282976 -3.626787 0.25 -0.35 0.21
C -0.385056 2.943446 -2.197556 -1.84 1.28 -1.31
H -3.868827 2.361812 -4.298355 0.19 -0.37 0.18
H -4.966145 0.173107 -4.609192 0.03 -0.03 0.03
H -3.951197 -1.895564 -3.608317 0.01 0.08 -0.01
H -1.829069 -1.724963 -2.307179 -0.08 0.09 -0.05
H 0.065967 3.930732 -2.090123 -0.06 -0.30 0.02
C 3.062865 -3.211678 2.527918 -0.28 -3.07 1.71
Na 4.364957 -2.597005 4.434279 -0.22 -0.29 -0.07
C 3.483629 -0.913132 2.552053 -3.02 -0.18 -3.54
C 2.715427 -0.478407 1.415538 0.33 -2.51 2.78
C 1.412976 -1.210752 1.983498 3.12 -1.22 -0.38
C 2.386726 -2.029360 2.946748 -1.19 5.95 0.66
C 1.707014 -1.764756 4.336661 3.56 -2.23 -1.16
C 0.449159 -1.058986 4.277519 -1.16 -0.05 1.74
C 0.156621 0.191148 3.746397 -0.14 2.94 2.20
C 0.303750 -0.661790 2.556005 2.58 0.06 -1.68
H 2.375873 -3.972707 2.058422 0.59 0.86 -0.25
H 4.522188 -0.766218 2.841170 0.05 0.09 -0.35
H 3.081802 -0.101130 0.451364 -0.68 0.53 0.53
H 2.415689 -1.556386 5.172439 -0.90 -0.04 -0.45
H -0.280089 -1.420354 5.037616 -0.61 -0.48 -1.34
H 0.804135 1.099351 3.742029 -0.65 -0.73 -0.33
H 0.538183 0.271247 2.030545 -1.42 0.28 -0.09

---

44
Properties=species:S:1:pos:R:3:forces:R:3 method="wB97M-V/def2-TZVPD" total_charge=0 spin_multiplicity=2 orbital_gap_ev="6.5670 / 5.5929" e_above_lowest_kj_mol=139.4 largest_force_ha_per_bohr=0.070
Cu -0.125486 0.285537 0.104046 1.51 0.40 -1.14
F 3.756134 -0.155246 3.377912 0.68 1.07 -1.40
C 4.383041 0.548849 2.353542 0.96 0.46 3.44
F 5.698316 0.159604 2.486065 -1.09 0.58 -0.75
F 4.345619 1.904382 2.697318 0.04 -1.86 -0.33
C 3.803209 0.318798 1.040595 -0.14 0.91 -2.25
C 4.580963 0.419726 -0.116892 -0.71 -0.15 0.66
C 3.985986 0.199563 -1.366583 -0.21 -0.19 1.00
C 2.611437 0.083723 -1.411825 0.27 0.40 -0.34
N 1.845263 0.206583 -0.325752 -0.12 -0.19 -1.54
C 2.402419 0.349290 0.854923 0.32 -1.04 2.09
S 1.253982 0.387150 2.122362 -0.94 0.21 0.38
H 5.597026 0.758941 -0.015310 0.46 -0.53 -0.11
H 4.579428 0.024699 -2.233509 0.25 0.37 -0.56
H 2.130858 0.011577 -2.376908 -0.29 -0.27 0.07
Br 0.035669 5.359178 -1.895895 -0.33 -0.66 0.08
C -1.372399 4.139842 -1.462944 -0.48 -0.39 1.37
C -2.686694 4.591221 -1.562310 -0.77 0.24 -0.91
C -3.741090 3.770564 -1.193307 1.05 -0.03 0.83
Br -5.467271 4.415363 -1.341248 -1.11 0.61 -0.24
C -3.540905 2.513198 -0.570113 -0.72 -0.16 -0.78
C -4.632050 1.665265 -0.214581 0.60 -0.66 0.44
C -4.325616 0.376359 0.205588 -0.76 -0.93 0.83
C -2.992076 -0.052065 0.284366 1.04 0.39 -1.44
N -1.962346 0.723571 -0.135789 -1.77 -0.37 1.73
C -2.216876 2.010957 -0.473011 -0.42 0.91 -0.34
C -1.086991 2.874815 -0.804706 -0.83 1.29 -1.94
O 0.073589 2.453685 -0.717649 1.58 -1.77 0.89
H -2.976590 5.560706 -2.055145 0.72 -1.03 0.68
H -5.655257 2.063208 -0.262383 0.58 -0.45 -0.02
H -5.049676 -0.434764 0.553030 0.61 1.66 -0.67
H -2.750597 -1.099890 0.517432 -0.04 0.68 0.06
C 0.452463 -4.993768 1.572271 0.33 0.72 -1.07
N 0.074382 -3.982253 0.493621 -0.70 -1.59 -0.11
C -0.399339 -4.170301 -0.829257 -0.45 0.61 0.18
C -0.685930 -2.883970 -1.289535 -0.20 -0.88 -0.20
N -0.331332 -1.966353 -0.331679 -0.49 0.18 1.18
C 0.029330 -2.667676 0.744077 1.10 0.09 -0.67
H -0.376829 -5.323748 2.206762 -0.08 0.54 -0.28
H 1.251295 -4.519488 2.184540 -0.61 -0.46 -0.43
H 0.830605 -5.894547 1.081446 0.15 0.31 0.01
H -0.581208 -5.139711 -1.346266 0.37 0.93 0.91
H -1.239396 -2.583121 -2.218373 1.05 -0.40 1.02
H 0.474953 -2.309471 1.671054 -0.40 0.43 -0.31

---

41
Properties=species:S:1:pos:R:3:forces:R:3 method="wB97M-V/def2-TZVPD" total_charge=+1 spin_multiplicity=5 orbital_gap_ev="7.3170 / 6.4179" e_above_lowest_kj_mol=18.1 largest_force_ha_per_bohr=0.029
Os 0.196003 0.067150 -0.190356 1.46 0.33 -0.04
Cl -0.525013 6.619364 2.186415 -0.04 0.11 0.00
C -0.073373 4.978059 1.918726 0.20 -0.13 0.19
C 0.876075 4.398478 2.721590 -0.20 0.29 -0.08
C 1.271479 3.073598 2.517120 0.09 -0.87 -0.31
I 2.703551 2.160961 3.726626 -0.11 0.20 -0.04
C 0.725620 2.305072 1.497546 -0.18 0.90 0.37
O 1.117918 1.075038 1.232063 0.14 -0.45 -0.15
C -0.279828 2.901251 0.689132 0.25 0.05 0.22
N -0.812441 2.104879 -0.284394 -0.04 -0.40 0.12
C -1.727968 2.613862 -1.087618 0.04 -0.24 -0.03
C -2.175341 3.933527 -0.981838 -0.02 0.13 0.05
C -1.660574 4.745607 -0.004085 -0.05 -0.07 -0.07
C -0.682863 4.242107 0.876272 -0.03 -0.15 -0.10
H 1.330815 4.975480 3.514632 -0.02 0.01 0.00
H -2.132668 1.954656 -1.846762 0.00 0.00 0.01
H -2.928186 4.291307 -1.668826 0.01 0.01 0.00
H -1.995226 5.768593 0.101608 0.00 -0.01 -0.01
N -2.014454 -2.529048 -0.324299 -0.01 0.08 -0.10
C -1.831785 -1.841180 -1.505831 0.14 0.05 0.10
C -2.630628 -2.249712 -2.585815 -0.05 -0.01 -0.16
C -2.500177 -1.651138 -3.811770 0.00 -0.05 0.18
C -1.550627 -0.640387 -3.965880 0.04 0.02 0.01
C -0.806792 -0.283831 -2.876795 0.02 0.06 -0.22
N -0.944611 -0.844769 -1.645923 -0.59 -0.36 -0.57
C -1.465954 -2.472523 0.950170 0.17 0.02 0.27
C -1.922963 -3.401418 1.890336 -0.02 -0.03 -0.03
C -1.410612 -3.368030 3.167420 -0.01 0.02 -0.08
C -0.440327 -2.423186 3.488541 0.01 0.02 -0.03
C -0.032348 -1.552694 2.506933 0.09 -0.08 0.23
N -0.544590 -1.569032 1.264501 -0.13 0.21 -0.26
H -2.680884 -3.276050 -0.420247 -0.07 -0.02 0.01
H -3.345762 -3.047251 -2.435105 0.00 0.00 0.01
H -3.118511 -1.965089 -4.641223 0.01 -0.02 0.00
H -1.386514 -0.156578 -4.916861 0.02 0.03 0.02
H -0.037652 0.473753 -2.957459 0.00 0.01 0.05
H -2.668487 -4.133440 1.607645 0.00 0.01 0.01
H -1.759076 -4.074249 3.908597 0.00 -0.01 -0.01
H -0.011123 -2.366912 4.477627 0.03 0.00 -0.02
H 0.737569 -0.813814 2.691009 -0.05 0.05 -0.03
S 2.057050 -0.886387 -0.907464 -1.09 0.29 0.48